# 1
ORCA calculation (the ωB97M-V functional and the def2-TZVPD basis) on a molecular structure, C18H23IMnN2.

## Properties
E_LUMO (alpha / beta)	0.057 / -3.521	eV
strongest force on any atom	9.30	eV Å⁻¹
HOMO energy (alpha / beta)	-5.100 / -8.573	eV
HOMO-LUMO gap (alpha / beta)	0.18952 / 0.18566	Ha

```
! wB97M-V def2-TZVPD RIJCOSX def2/J DEFGRID3
* xyz 0 6
C 1.44 2.97 0.61
C 2.94 1.05 0.21
H 1.60 3.73 -0.13
H 2.35 2.89 1.23
H 0.58 3.14 1.26
H 2.82 0.26 -0.60
H 3.48 1.86 -0.17
H 3.11 0.76 1.21
C -2.32 1.56 -0.32
C -3.59 1.34 -0.85
C -3.83 0.18 -1.59
C -2.77 -0.70 -1.73
H -2.10 2.48 0.26
H -4.37 2.08 -0.69
H -4.80 -0.02 -2.05
H -2.88 -1.60 -2.32
N -1.37 0.73 -0.51
C -1.52 -0.44 -1.14
C -0.36 -1.34 -1.21
N 0.83 -0.92 -0.69
C 1.80 -1.82 -0.67
C 0.54 -3.49 -1.87
C 1.72 -3.08 -1.24
H 2.72 -1.49 -0.20
H 2.60 -3.73 -1.21
C -0.51 -2.58 -1.84
H -1.46 -2.85 -2.34
H 0.46 -4.46 -2.36
Mn 1.31 1.19 0.04
I 1.01 1.88 -2.13
C 1.21 -0.79 4.83
C 0.05 0.06 4.30
C -1.25 -0.70 4.55
C 0.01 1.36 5.09
C 0.20 0.35 2.89
C 0.54 0.70 1.76
H 1.11 -0.99 5.90
H 2.17 -0.28 4.69
H 1.28 -1.75 4.32
H -1.40 -0.91 5.61
H -2.10 -0.11 4.20
H -1.26 -1.65 4.02
H 0.93 1.94 4.96
H -0.82 1.99 4.77
H -0.11 1.19 6.16
*
```


# 2
ORCA calculation (the ωB97M-V functional and the def2-TZVPD basis) on a molecular structure, C18H23N5O2OsS.

## Properties
E_LUMO (alpha / beta)	-12.429 / -19.339	eV
strongest force on any atom	7.42	eV Å⁻¹
energy above the lowest of the compared OMol25 structures with the same formula, charge and spin	0.072	eV
HOMO energy (alpha / beta)	-19.766 / -20.836	eV
HOMO-LUMO gap (alpha / beta)	0.26963 / 0.05501	Ha

```
! wB97M-V def2-TZVPD RIJCOSX def2/J DEFGRID3
* xyz 4 5
N -1.55 -4.61 1.06
C -1.41 -4.22 2.15
C -1.25 -3.79 3.54
H -0.51 -2.97 3.61
H -0.91 -4.63 4.16
H -2.20 -3.42 3.94
N -0.29 -0.67 -3.54
C -0.19 -1.06 -4.63
C -0.23 -1.45 -6.03
H -0.04 -2.54 -6.10
H 0.54 -0.89 -6.58
H -1.22 -1.24 -6.44
N 3.46 3.28 -1.11
C 3.68 3.63 -0.02
C 4.05 4.21 1.26
H 3.77 5.26 1.29
H 5.13 4.14 1.39
H 3.55 3.69 2.08
Os 0.88 -0.60 -0.68
C 0.53 1.14 -1.44
O 0.27 2.18 -1.89
C -0.96 -1.20 -0.64
O -2.10 -1.45 -0.62
C 1.46 -2.61 -0.35
C 2.07 -1.86 0.65
C 2.83 -0.74 0.32
C 2.99 -0.36 -1.01
C 2.53 -1.22 -2.02
C 1.77 -2.33 -1.69
H 0.74 -3.39 -0.10
H 1.86 -2.10 1.69
H 3.24 -0.10 1.09
H 3.47 0.57 -1.26
H 2.74 -0.99 -3.06
H 1.37 -2.97 -2.47
S 0.38 0.58 1.47
C -1.24 1.15 1.45
N -2.14 0.57 2.26
C -3.53 1.00 2.42
C -3.92 1.90 1.28
C -2.85 2.92 1.01
N -1.60 2.21 0.72
H -1.78 -0.19 2.83
H -3.63 1.51 3.38
H -4.15 0.10 2.46
H -4.85 2.40 1.51
H -4.11 1.30 0.38
H -2.71 3.59 1.87
H -3.08 3.53 0.14
H -0.85 2.73 0.27
*
```